Computed, not measured: a structure of composition C9H6NO3S10SbV, with ωB97M-V/def2-TZVPD.

Values from the calculation:
Calculated total energy (Eh): -5793.3418
HOMO-LUMO gap (eV): 5.0308
Largest force on an atom (eV/A): 0.4
Charge: -1
Energy relative to the best compared isomer or geometry (same formula, charge and spin) (kcal per mole): 3.5
Lowest unoccupied orbital energy (eV): -0.805

Cartesian coordinates (Å):
V 0.53 -0.18 -0.03
S -0.71 -6.24 3.54
C -0.60 -4.85 2.70
S -0.38 -4.79 0.98
C -0.30 -3.05 0.83
C -0.45 -2.35 1.97
S -0.50 -0.61 1.96
S -0.69 -3.27 3.43
S -0.14 -2.25 -0.70
S 3.38 -0.86 -3.50
Sb 2.63 0.68 -2.10
S 0.12 0.58 -1.99
S 2.59 -0.40 0.23
S 3.08 2.82 -1.69
N 0.24 1.81 0.80
C -1.04 2.37 1.21
C -1.18 2.82 2.52
C -2.40 3.35 2.93
C -3.45 3.44 2.03
C -3.30 2.98 0.73
C -2.10 2.44 0.32
S -5.01 4.22 2.54
O -6.02 3.52 1.77
O -5.06 3.98 3.98
O -4.80 5.60 2.16
H 0.86 1.79 1.60
H 0.69 2.43 0.12
H -0.35 2.75 3.21
H -2.55 3.69 3.94
H -4.15 3.04 0.06
H -1.98 2.06 -0.69